a.
{"formula": "C2H8NO2", "method": "wB97M-V/def2-TZVPD", "lumo_ev": 4.178, "homo_lumo_gap_ev": 7.086, "total_charge": -1, "spin_multiplicity": 1, "symbols": ["C", "O", "H", "H", "H", "N", "C", "O", "H", "H", "H", "H", "H"], "positions_angstrom": [[-2.7929, -0.1545, -0.5524], [-1.5647, 0.3773, -0.1348], [-3.0275, -1.0591, 0.0091], [-2.8164, -0.4354, -1.6147], [-3.5663, 0.6006, -0.3893], [2.5526, 0.6598, -0.0217], [1.3275, 0.1633, 0.7092], [0.6724, -0.8536, 0.1005], [2.3550, 0.7038, -1.0144], [3.2280, -0.0740, 0.1093], [0.6815, 1.0646, 0.6947], [1.6891, -0.0938, 1.7229], [-0.9030, -0.3730, 0.0012]], "nbo_charge": [-0.232, -0.782, 0.142, 0.130, 0.145, -0.906, 0.113, -0.965, 0.337, 0.322, 0.100, 0.078, 0.520]}


b.
{"formula": "C2H8NO2", "method": "wB97M-V/def2-TZVPD", "lumo_ev": 4.392, "homo_lumo_gap_ev": 7.198, "total_charge": -1, "spin_multiplicity": 1, "symbols": ["C", "N", "C", "O", "H", "H", "H", "H", "H", "H", "H", "H", "O"], "positions_angstrom": [[-0.5901, -1.5581, -0.1155], [0.2227, -0.5850, 0.4866], [-0.7279, 0.8638, 0.3688], [-1.7430, 0.8945, 1.2384], [-0.1648, -2.5047, 0.2537], [-0.5801, -1.7135, -1.1895], [-1.5861, -1.4232, 0.3457], [0.3391, -0.6536, 1.4885], [-1.0630, 0.6780, -0.6691], [0.0736, 1.6339, 0.5862], [1.8048, 0.7573, -0.6919], [1.6817, 2.0489, -1.3364], [2.3331, 1.5617, -0.7655]], "nbo_charge": [-0.438, -0.787, 0.122, -0.916, 0.160, 0.166, 0.188, 0.345, 0.074, 0.100, 0.497, 0.453, -0.964]}


c.
{"formula": "C2H8NO2", "method": "wB97M-V/def2-TZVPD", "lumo_ev": 4.412, "homo_lumo_gap_ev": 6.916, "total_charge": -1, "spin_multiplicity": 1, "symbols": ["C", "N", "C", "O", "H", "H", "H", "H", "H", "H", "H", "H", "O"], "positions_angstrom": [[-0.2882, -1.4892, 0.3286], [-0.7922, -0.1259, 0.2496], [-0.3912, 0.6864, -1.0269], [0.0510, 0.0035, -2.0028], [-0.7232, -2.3087, -0.3641], [-0.3447, -1.8605, 1.3097], [0.8039, -1.4160, 0.1278], [-1.8041, -0.1087, 0.3307], [0.4096, 1.3354, -0.6039], [-1.3249, 1.3314, -1.4694], [0.3429, 0.5804, 1.7379], [1.6485, 1.0242, 1.1455], [1.2757, 0.8866, 2.0314]], "nbo_charge": [-0.415, -0.748, 0.176, -0.907, 0.155, 0.167, 0.202, 0.338, 0.039, 0.034, 0.502, 0.463, -1.006]}


Ranking the structures above by energy, a is first and the second is 51.5 kJ/mol behind.